Entry from the Open Molecules 2025 dataset: a 2-piece molecular cluster, C2H9N2 overall at a distorted geometry (ωB97M-V/def2-TZVPD).

The geometry in XYZ format:
```
13
C2H9N2 (ωB97M-V/def2-TZVPD)
N 1.760 0.660 1.200
H 0.478 0.563 0.142
H 1.645 -0.047 1.935
H 2.623 0.380 0.734
H 2.030 1.414 1.838
C -1.331 -1.531 -0.754
C -0.871 -0.362 -1.236
N -0.550 0.655 -0.230
H -1.278 -1.769 0.296
H -1.969 -2.021 -1.480
H -0.733 -0.225 -2.291
H -1.252 0.695 0.501
H -0.552 1.588 -0.655
```

Spin multiplicity ... 1
E_HOMO ... -14.60 eV
Total charge ... +1
Relative energy (zero: lowest compared OMol25 entry of this formula, charge and spin) ... 117.9 kJ/mol

Table of natural (NBO) atomic charges, one value per atom, all in e:
1. N -1.08
2. H 0.47
3. H 0.39
4. H 0.40
5. H 0.40
6. C -0.35
7. C -0.08
8. N -0.74
9. H 0.21
10. H 0.25
11. H 0.25
12. H 0.44
13. H 0.44